(1)
ORCA calculation (ωB97M-V/def2-TZVPD) on a 7-piece molecular cluster, C50H82BF2IN5O27PS overall at a distorted geometry.

Computed properties:
lowest unoccupied orbital energy: 0.01 eV
total energy: -150256.9552 eV
largest force on an atom: 0.0259 Eh/bohr

The geometry in XYZ format:
```
170
C50H82BF2IN5O27PS (ωB97M-V/def2-TZVPD)
C -4.52 -1.32 -3.76
C -3.47 -0.53 -2.98
N -3.86 -0.23 -1.59
C -2.97 -0.69 -0.57
C -1.94 0.14 -0.11
C -1.75 1.56 -0.61
C -3.01 2.41 -0.87
C -3.22 2.78 -2.34
I -2.92 4.87 -2.72
C -1.01 -0.37 0.82
C 0.16 0.41 1.36
C -0.06 0.87 2.82
C -0.77 2.22 2.96
C -2.08 2.20 3.76
C -2.03 1.39 5.05
O -2.57 0.07 4.78
C -2.59 -0.76 5.84
C -2.42 -2.20 5.46
O -2.74 -0.39 6.97
C -1.17 -1.68 1.28
C -2.22 -2.47 0.85
C -3.11 -1.99 -0.09
B -4.21 -3.02 -0.54
N -5.49 -3.21 0.14
O -3.95 -3.84 -1.61
N -2.42 -3.82 1.30
C -1.22 -4.58 1.37
C -1.26 -5.89 0.91
N -2.43 -6.43 0.40
C -0.11 -6.69 0.99
O -0.20 -7.97 0.51
C 1.06 -6.17 1.52
P 2.58 -7.18 1.64
O 2.37 -8.59 1.30
O 3.64 -6.42 0.72
O 3.23 -6.91 3.06
C 1.09 -4.84 1.95
N 2.35 -4.31 2.43
C 3.03 -3.49 1.51
O 2.62 -3.07 0.48
F 4.30 -3.31 1.92
C 2.36 -3.85 3.75
O 2.82 -2.84 4.17
F 1.76 -4.76 4.55
C -0.04 -4.06 1.88
S -0.03 -2.38 2.45
H -4.24 -2.37 -3.82
H -4.56 -0.97 -4.79
H -5.52 -1.22 -3.35
H -2.51 -1.05 -2.99
H -3.31 0.41 -3.50
H -4.81 -0.49 -1.41
H -1.09 1.54 -1.48
H -1.20 2.09 0.16
H -3.90 1.93 -0.49
H -2.88 3.34 -0.32
H -2.52 2.28 -2.99
H -4.22 2.54 -2.69
H 0.43 1.25 0.73
H 1.02 -0.26 1.36
H 0.93 0.95 3.27
H -0.60 0.08 3.34
H -0.11 2.94 3.45
H -1.00 2.66 1.99
H -2.92 1.87 3.15
H -2.30 3.23 4.06
H -0.99 1.26 5.37
H -2.61 1.85 5.84
H -3.13 -2.80 6.02
H -2.56 -2.37 4.40
H -1.42 -2.52 5.73
H -5.44 -3.91 0.87
H -5.82 -2.36 0.59
H -4.77 -4.01 -2.08
H -2.85 -3.82 2.22
H -2.26 -7.26 -0.13
H -2.97 -5.76 -0.14
H -0.59 -8.55 1.17
H 3.41 -6.61 -0.20
H 2.60 -7.09 3.77
C -3.92 0.65 -9.80
C -4.85 1.82 -9.58
O -6.22 1.39 -9.43
C -6.53 0.91 -8.23
O -5.80 0.83 -7.28
O -7.81 0.53 -8.26
C -8.29 -0.05 -7.04
H -4.26 0.05 -10.65
H -2.91 1.01 -10.01
H -3.88 0.01 -8.92
H -4.86 2.47 -10.44
H -4.56 2.41 -8.71
H -8.09 0.61 -6.19
H -7.83 -1.02 -6.88
H -9.36 -0.17 -7.16
C 7.19 -3.76 1.10
C 7.51 -2.68 0.09
O 8.24 -1.60 0.69
C 9.54 -1.80 0.85
O 10.15 -2.79 0.54
O 10.06 -0.71 1.42
C 11.46 -0.80 1.71
H 6.68 -3.34 1.96
H 6.55 -4.52 0.65
H 8.10 -4.25 1.46
H 6.59 -2.23 -0.28
H 8.06 -3.07 -0.76
H 12.02 -1.09 0.82
H 11.64 -1.52 2.51
H 11.78 0.18 2.03
C 7.62 0.96 -0.98
C 8.90 1.73 -1.19
O 9.36 1.67 -2.55
C 8.74 2.48 -3.40
O 7.87 3.27 -3.13
O 9.25 2.28 -4.61
C 8.65 3.07 -5.65
H 7.74 -0.07 -1.33
H 7.36 0.94 0.08
H 6.80 1.40 -1.54
H 9.71 1.30 -0.60
H 8.79 2.78 -0.89
H 8.65 4.12 -5.38
H 7.63 2.73 -5.83
H 9.25 2.91 -6.53
C -5.83 4.77 8.29
C -4.77 5.81 7.98
O -4.45 5.83 6.58
C -5.31 6.49 5.81
O -6.29 7.08 6.18
O -4.89 6.40 4.55
C -5.75 7.02 3.59
H -5.53 3.79 7.92
H -5.98 4.70 9.37
H -6.78 5.03 7.83
H -3.84 5.56 8.48
H -5.07 6.80 8.31
H -5.96 8.05 3.86
H -6.68 6.46 3.50
H -5.21 6.98 2.64
C 16.55 0.49 6.82
C 16.71 1.25 5.52
O 15.58 1.08 4.66
C 14.52 1.82 4.95
O 14.44 2.63 5.84
O 13.56 1.53 4.07
C 12.33 2.22 4.29
H 16.34 -0.56 6.62
H 17.46 0.56 7.42
H 15.72 0.90 7.41
H 17.56 0.86 4.96
H 16.88 2.31 5.70
H 12.48 3.30 4.36
H 11.85 1.86 5.20
H 11.69 2.00 3.44
C -12.69 3.29 -8.67
C -12.37 1.81 -8.74
O -12.36 1.20 -7.44
C -13.56 0.91 -6.94
O -14.62 1.09 -7.48
O -13.38 0.37 -5.73
C -14.59 0.05 -5.04
H -12.01 3.79 -7.98
H -12.59 3.75 -9.65
H -13.71 3.45 -8.31
H -11.36 1.66 -9.13
H -13.06 1.28 -9.39
H -15.23 -0.57 -5.66
H -15.12 0.96 -4.76
H -14.29 -0.50 -4.15
```

***

(2)
ORCA calculation (ωB97M-V/def2-TZVPD) on a 8-piece molecular cluster, C50H84BrF4N12S2 overall at a distorted geometry.

Computed properties:
net charge: +1
lowest unoccupied orbital energy: -3.18 eV
total energy: -173662.0385 eV
energy relative to the best compared isomer or geometry (same formula, charge and spin): 547.17 kJ/mol
largest force on an atom: 0.1363 Eh/bohr

The geometry in XYZ format:
```
153
C50H84BrF4N12S2 (ωB97M-V/def2-TZVPD)
C -6.12 6.12 -1.04
C -6.06 4.55 -0.84
N -7.34 3.95 -0.36
C -7.60 4.25 1.07
C -8.41 5.63 1.28
C -7.12 2.51 -0.57
S -6.58 1.45 0.59
S -7.42 1.78 -2.26
C -5.98 0.71 -2.71
C -4.56 1.23 -2.15
C -3.39 1.22 -3.24
C -2.19 0.23 -2.96
F -2.72 -0.87 -2.23
N -1.81 -0.36 -4.31
C -1.06 0.58 -5.20
Br -2.23 1.52 -6.53
C -0.11 1.63 -4.48
N -0.56 2.01 -3.14
C 0.18 3.13 -2.55
C -0.59 4.39 -2.46
C 0.06 5.62 -1.91
C 1.47 5.36 -1.51
C 2.05 4.03 -1.72
N 1.50 2.87 -2.22
C -0.91 0.91 -2.24
C 0.29 -0.16 -2.17
C 0.10 -1.35 -1.13
C 1.23 -1.29 0.00
F 1.09 -2.49 0.73
F 1.12 -0.19 0.82
F 2.50 -1.40 -0.59
C -1.21 1.33 -0.73
N -2.16 2.46 -0.55
C -3.00 2.18 0.68
H -7.06 6.48 -1.54
H -5.25 6.40 -1.72
H -5.92 6.69 -0.07
H -5.89 4.11 -1.88
H -5.15 4.23 -0.22
H -6.58 4.37 1.58
H -8.24 3.46 1.59
H -7.72 6.36 1.82
H -8.62 6.11 0.27
H -9.34 5.45 1.89
H -5.97 0.68 -3.85
H -6.11 -0.34 -2.33
H -4.73 2.31 -1.85
H -4.34 0.68 -1.20
H -3.90 0.93 -4.22
H -3.08 2.30 -3.39
H -1.31 -1.24 -4.10
H -2.65 -0.67 -4.85
H -0.38 -0.06 -5.85
H 0.94 1.17 -4.47
H -0.03 2.53 -5.17
H -1.66 4.45 -2.80
H -0.51 6.58 -1.80
H 2.08 6.18 -1.04
H 3.14 3.92 -1.41
H 0.49 -0.66 -3.18
H 1.29 0.32 -1.91
H 0.29 -2.34 -1.67
H -0.91 -1.45 -0.65
H -0.20 1.65 -0.30
H -1.58 0.49 -0.08
H -1.57 3.24 -0.24
H -2.28 2.17 1.58
H -3.70 3.05 0.83
H -3.48 1.17 0.66
C 3.58 -4.39 4.00
C 2.54 -4.54 2.90
C 1.45 -5.56 3.23
C 1.98 -6.93 3.33
N 2.39 -8.00 3.41
H 4.14 -5.32 4.15
H 4.30 -3.61 3.73
H 3.12 -4.10 4.94
H 3.04 -4.82 1.96
H 2.07 -3.57 2.72
H 0.69 -5.54 2.45
H 0.96 -5.29 4.17
C 6.80 4.55 -1.28
C 7.34 5.66 -0.38
C 6.27 6.26 0.53
C 5.23 6.97 -0.21
N 4.42 7.53 -0.80
H 6.05 4.93 -1.97
H 7.61 4.12 -1.87
H 6.35 3.75 -0.69
H 7.79 6.44 -1.00
H 8.14 5.24 0.24
H 6.75 6.96 1.22
H 5.82 5.48 1.15
C 7.70 -5.65 4.19
C 7.42 -4.19 3.85
C 8.68 -3.35 3.69
C 9.42 -3.21 4.95
N 10.00 -3.11 5.94
H 8.19 -5.74 5.17
H 6.77 -6.22 4.24
H 8.35 -6.11 3.44
H 6.77 -3.76 4.62
H 6.86 -4.16 2.91
H 8.41 -2.35 3.34
H 9.33 -3.79 2.93
C 1.88 -9.20 0.37
C 2.42 -8.14 -0.57
C 1.34 -7.48 -1.43
C 0.74 -8.43 -2.38
N 0.26 -9.16 -3.12
H 1.45 -10.04 -0.18
H 2.68 -9.60 1.00
H 1.11 -8.79 1.02
H 3.20 -8.58 -1.21
H 2.91 -7.36 0.03
H 1.79 -6.66 -2.00
H 0.56 -7.05 -0.80
C 1.75 -1.05 6.97
C 2.49 0.26 6.73
C 3.67 0.12 5.76
C 4.74 -0.72 6.30
N 5.57 -1.39 6.72
H 2.40 -1.79 7.44
H 0.89 -0.89 7.62
H 1.39 -1.47 6.02
H 2.84 0.66 7.69
H 1.79 0.99 6.32
H 4.08 1.12 5.56
H 3.32 -0.28 4.81
C 6.21 -5.14 -3.02
C 5.29 -5.49 -1.86
C 4.79 -4.25 -1.10
C 5.87 -3.54 -0.42
N 6.72 -2.98 0.12
H 7.13 -4.66 -2.67
H 6.50 -6.05 -3.56
H 5.72 -4.47 -3.73
H 5.80 -6.16 -1.17
H 4.42 -6.03 -2.25
H 4.04 -4.57 -0.36
H 4.28 -3.57 -1.79
C -12.65 4.95 -1.00
C -12.16 4.90 -2.44
C -11.28 3.69 -2.74
C -10.01 3.73 -2.00
N -9.01 3.76 -1.42
H -11.81 5.06 -0.30
H -13.31 5.80 -0.85
H -13.19 4.04 -0.74
H -11.63 5.82 -2.67
H -13.03 4.86 -3.10
H -11.06 3.66 -3.81
H -11.81 2.76 -2.50
```

***

(3)
ORCA calculation (ωB97M-V/def2-TZVPD) on a 9-piece molecular cluster, C50H84N4O26S overall at a distorted geometry.

Computed properties:
lowest unoccupied orbital energy: -0.29 eV
total energy: -123241.2070 eV
largest force on an atom: 0.0690 Eh/bohr

The geometry in XYZ format:
```
165
C50H84N4O26S (ωB97M-V/def2-TZVPD)
C -6.94 -0.34 0.02
C -7.16 -1.86 0.15
C -7.33 -2.36 1.59
C -6.43 -3.57 1.87
C -4.99 -3.14 2.13
C -3.98 -4.27 2.04
C -2.57 -3.77 1.77
C -1.56 -4.88 1.50
C -0.29 -4.30 0.89
C 0.67 -3.75 1.95
C 0.80 -2.24 1.91
C 1.12 -1.60 0.73
C 1.22 -0.19 0.65
C 1.55 0.44 -0.67
C 0.59 -0.04 -1.79
C 0.22 1.04 -2.80
C 1.21 1.27 -3.97
S 2.80 0.39 -3.81
C 3.90 1.69 -4.18
N 4.69 1.85 -5.19
N 5.39 3.03 -4.95
C 4.95 3.48 -3.82
O 4.01 2.69 -3.26
C 1.01 0.54 1.80
C 0.70 -0.08 3.03
N 0.48 0.69 4.13
C 0.21 0.06 5.22
C 0.13 -1.34 5.31
C -0.17 -1.97 6.64
C -0.33 -3.45 6.55
O 0.15 -4.20 7.33
N 0.32 -2.11 4.27
C 0.60 -1.47 3.10
H -5.90 -0.10 -0.18
H -7.22 0.15 0.95
H -7.55 0.07 -0.77
H -8.00 -2.19 -0.45
H -6.28 -2.34 -0.26
H -7.04 -1.59 2.30
H -8.36 -2.64 1.77
H -6.46 -4.22 0.99
H -6.79 -4.18 2.70
H -4.99 -2.74 3.14
H -4.73 -2.34 1.44
H -3.96 -4.85 2.96
H -4.27 -4.94 1.24
H -2.58 -3.12 0.89
H -2.23 -3.15 2.60
H -2.02 -5.55 0.77
H -1.36 -5.45 2.40
H 0.21 -5.05 0.28
H -0.59 -3.53 0.19
H 0.31 -4.02 2.93
H 1.66 -4.18 1.83
H 1.26 -2.19 -0.16
H 1.55 1.52 -0.61
H 2.55 0.11 -0.94
H -0.34 -0.33 -1.30
H 0.97 -0.93 -2.27
H 0.05 1.99 -2.31
H -0.72 0.75 -3.25
H 1.45 2.32 -4.05
H 0.77 0.98 -4.92
H 5.24 4.36 -3.28
H 1.07 1.62 1.78
H 0.03 0.63 6.12
H 0.61 -1.76 7.36
H -1.12 -1.59 7.00
H -0.95 -3.85 5.74
C -0.32 -5.37 -4.70
O -0.83 -6.70 -4.54
C -1.31 -6.97 -3.34
O -1.35 -6.22 -2.40
O -1.75 -8.23 -3.34
C -2.30 -8.67 -2.10
H 0.03 -5.29 -5.72
H -1.11 -4.64 -4.53
H 0.50 -5.19 -4.01
H -3.16 -8.07 -1.83
H -1.55 -8.62 -1.31
H -2.60 -9.70 -2.25
C 8.12 5.79 -3.30
O 7.46 6.31 -2.14
C 7.98 7.45 -1.68
O 8.91 8.05 -2.16
O 7.28 7.82 -0.61
C 7.72 9.05 -0.02
H 7.61 4.87 -3.57
H 8.04 6.49 -4.13
H 9.16 5.57 -3.10
H 7.63 9.87 -0.72
H 8.75 8.95 0.32
H 7.07 9.22 0.83
C 1.25 -7.07 -11.15
O 0.63 -8.11 -10.39
C 0.17 -7.72 -9.21
O 0.24 -6.60 -8.76
O -0.38 -8.77 -8.60
C -0.91 -8.48 -7.31
H 1.57 -7.52 -12.08
H 0.54 -6.27 -11.37
H 2.11 -6.67 -10.62
H -1.71 -7.73 -7.38
H -0.13 -8.12 -6.64
H -1.32 -9.40 -6.92
C 3.98 -1.02 3.27
O 5.21 -1.09 4.00
C 5.23 -0.31 5.08
O 4.33 0.39 5.47
O 6.42 -0.45 5.67
C 6.59 0.33 6.85
H 4.10 -1.70 2.42
H 3.14 -1.34 3.87
H 3.81 -0.01 2.89
H 5.86 0.04 7.61
H 6.49 1.39 6.63
H 7.59 0.12 7.22
C -9.33 1.76 5.29
O -9.54 0.67 6.19
C -9.35 -0.53 5.64
O -9.02 -0.74 4.50
O -9.58 -1.46 6.57
C -9.41 -2.80 6.11
H -9.52 2.67 5.87
H -8.30 1.77 4.93
H -10.02 1.71 4.45
H -8.39 -2.96 5.78
H -10.10 -3.02 5.30
H -9.63 -3.44 6.96
C -2.45 3.34 0.53
O -3.36 2.30 0.90
C -3.50 2.14 2.22
O -2.95 2.78 3.07
O -4.35 1.13 2.41
C -4.62 0.83 3.78
H -2.44 3.37 -0.56
H -2.80 4.30 0.91
H -1.45 3.13 0.90
H -5.08 1.68 4.28
H -3.71 0.54 4.30
H -5.32 -0.01 3.78
C 4.95 10.69 -7.60
O 4.33 10.04 -6.48
C 5.06 9.07 -5.95
O 6.15 8.71 -6.32
O 4.37 8.55 -4.93
C 5.05 7.48 -4.26
H 4.26 11.45 -7.93
H 5.89 11.15 -7.30
H 5.13 9.98 -8.40
H 5.99 7.83 -3.84
H 5.23 6.65 -4.95
H 4.40 7.15 -3.46
C 3.70 6.56 1.05
O 2.97 5.34 0.89
C 2.45 4.87 2.03
O 2.55 5.39 3.11
O 1.80 3.75 1.75
C 1.18 3.13 2.88
H 4.07 6.82 0.06
H 3.06 7.35 1.42
H 4.55 6.42 1.72
H 0.43 3.79 3.32
H 1.92 2.85 3.62
H 0.69 2.23 2.52
```